Version P
The following is a DFT calculation (wB97M-V/def2-TZVPD) of a cluster of 2 separate species, C3H8N2O2 in total.

XYZ file:
```
15
Properties=species:S:1:pos:R:3
C -0.9275 1.1156 -0.2359
N -0.7621 0.0557 0.4281
C -0.4269 -1.1496 -0.3653
N -0.9929 -2.3432 0.1919
O 0.9477 -1.3532 -0.3653
H -1.1636 2.0569 0.2720
H -0.8247 1.1656 -1.3327
H -0.8324 -1.0005 -1.3869
H -0.4272 -2.5840 1.0025
H -1.9407 -2.1645 0.5118
H 1.4112 -0.5122 -0.5442
C 1.8036 1.6166 0.7575
O 2.2204 1.1802 -0.2893
H 1.3895 0.9657 1.5495
H 1.8078 2.7060 0.9642
```

Calculated values
- Net charge: 0
- Kohn-Sham gap: 10.0102 eV
- SMILES string: C=N[C@H](N)O.C=O
- LUMO: 0.39 eV



Version Q
The following is a DFT calculation (wB97M-V/def2-TZVPD) of a cluster of 3 separate species, C3H8N2O2 in total.

XYZ file:
```
15
Properties=species:S:1:pos:R:3
N 1.1589 -0.2873 0.9421
C 0.5535 -0.1814 1.9118
N -0.1232 -0.1399 3.0346
H 0.3320 0.2944 3.8220
H -1.1078 0.0672 2.9130
C -1.7777 0.4667 -0.3653
O -1.6948 0.5564 0.8297
H -1.8091 -0.5049 -0.8784
H -1.8570 1.3425 -1.0176
C 1.1080 -0.5123 -2.1257
O 0.5450 0.6407 -1.5409
H 2.1080 -0.2996 -2.5154
H 0.4653 -0.8094 -2.9571
H 1.1754 -1.3280 -1.4066
H 0.9234 0.6948 -0.6461
```

Calculated values
- Net charge: 0
- Kohn-Sham gap: 10.7042 eV
- SMILES string: N#CN.C=O.CO
- LUMO: 0.78 eV



Version R
The following is a DFT calculation (wB97M-V/def2-TZVPD) of the molecule C3H8N2O2.

XYZ file:
```
15
Properties=species:S:1:pos:R:3
H 0.4941 -2.5847 -0.0582
N 1.1788 -1.8284 -0.0375
C 0.6432 -0.7320 0.2242
O -0.9246 -0.7348 0.5978
C -1.7627 -0.7469 -0.5416
N 0.8752 0.4964 0.6690
C 0.2058 1.7266 0.2827
O 2.3703 0.5943 0.1063
H -2.6475 -1.3500 -0.3071
H -2.1036 0.2656 -0.7925
H -1.2865 -1.1954 -1.4246
H 0.0185 1.7759 -0.7920
H 0.8436 2.5626 0.5711
H -0.7386 1.7974 0.8252
H 2.8340 -0.0467 0.6772
```

Calculated values
- Net charge: 0
- Kohn-Sham gap: 10.6847 eV
- SMILES string: [H]/N=C(\OC)N(C)O
- LUMO: 0.78 eV



Stability ranking, top and bottom: version Q is the most stable and version R is the least stable.



Version P
The following is a DFT calculation (wB97M-V/def2-TZVPD) of a cluster of 2 separate species, C3H8N2O2 in total.

XYZ file:
```
15
Properties=species:S:1:pos:R:3
O -0.7907 -1.8608 0.5536
C -0.0618 -0.9059 0.7063
N 0.3281 0.0100 -0.2307
C 0.9817 1.1433 0.3831
C 1.3064 0.5711 1.7773
O 0.5033 -0.6011 1.9053
H -0.3042 0.1008 -1.0320
H 0.3222 2.0190 0.4415
H 1.8897 1.4321 -0.1557
H 1.0474 1.2536 2.5898
H 2.3584 0.2859 1.8709
N -2.0557 -0.4845 -1.7823
H -1.8726 -1.3393 -1.2545
H -2.3437 -0.7483 -2.7196
H -2.8592 -0.0487 -1.3380
```

Calculated values
- Net charge: 0
- Kohn-Sham gap: 10.6403 eV
- SMILES string: O=C1NCCO1.N
- LUMO: 0.88 eV



Version Q
The following is a DFT calculation (wB97M-V/def2-TZVPD) of a cluster of 3 separate species, C3H8N2O2 in total.

XYZ file:
```
15
Properties=species:S:1:pos:R:3
C -1.2815 0.8877 -0.1743
C -1.4220 -0.4664 -0.0906
N -0.8945 -0.7875 1.1503
C -0.4321 0.3464 1.7052
N -0.6280 1.3724 0.9196
H -1.8023 1.5267 -0.8724
H -2.0017 -1.1927 -0.6330
H -1.1427 -1.6501 1.6026
H -0.0247 0.4693 2.6821
O 1.7769 -1.6810 -1.1058
H 2.0271 -0.7993 -0.8139
H 1.2834 -2.0655 -0.3777
O 1.8754 1.5058 -1.1810
H 0.9525 1.7910 -1.0585
H 1.7142 0.7432 -1.7526
```

Calculated values
- Net charge: 0
- Kohn-Sham gap: 9.9194 eV
- SMILES string: c1c[nH]cn1.O.O
- LUMO: 0.53 eV



Version R
The following is a DFT calculation (wB97M-V/def2-TZVPD) of a cluster of 3 separate species, C3H8N2O2 in total.

XYZ file:
```
15
Properties=species:S:1:pos:R:3
C -0.4862 -0.0679 -0.8243
C -1.1624 -1.2570 -0.5793
N -2.1068 -0.8745 0.3146
C -1.9976 0.5312 0.6066
N -1.0073 0.9945 -0.0939
H 0.3230 0.0578 -1.4599
H -0.9649 -2.2462 -1.0587
H -3.0775 -1.3300 0.5613
H -2.7478 1.1486 1.0366
O 1.7102 1.1792 1.1213
H 0.6621 1.4353 0.9321
H 2.1193 2.0351 1.1568
O 2.6483 -0.7871 -0.7246
H 3.6151 -0.7038 -0.8561
H 2.4724 -0.1152 -0.1324
```

Calculated values
- Net charge: 0
- Kohn-Sham gap: 9.6951 eV
- SMILES string: c1c[nH]cn1.O.O
- LUMO: 0.82 eV



Stability ranking, top and bottom: version P is the most stable and version R is the least stable.



Version P
The following is a DFT calculation (wB97M-V/def2-TZVPD) of a cluster of 2 separate species, C3H8N2O2 in total.

XYZ file:
```
15
Properties=species:S:1:pos:R:3
C -0.0135 0.0856 -2.7027
N -0.8105 0.1002 -1.4853
C -0.3432 -0.3306 -0.3211
N -0.9588 -0.3337 0.8053
H 0.2626 1.1029 -2.9879
H -0.5686 -0.3645 -3.5231
H 0.8846 -0.4911 -2.5129
H -1.7133 0.5626 -1.4908
H 0.6674 -0.7150 -0.3178
H -1.8379 0.1521 0.8980
H -0.2705 -0.4924 1.6826
O 0.9415 1.3064 2.5259
C 1.1661 0.1989 3.0046
O 0.7780 -0.9181 2.5295
H 1.8160 0.1367 3.8956
```

Calculated values
- Net charge: 0
- Kohn-Sham gap: 8.8814 eV
- LUMO: 0.39 eV



Version Q
The following is a DFT calculation (wB97M-V/def2-TZVPD) of a cluster of 3 separate species, C3H8N2O2 in total.

XYZ file:
```
15
Properties=species:S:1:pos:R:3
C 0.5840 -2.5724 2.6006
C 0.9067 -0.8197 -0.1054
C -0.3955 1.2118 0.5074
N -2.0265 -1.0728 -0.0083
N -0.0607 -0.1098 0.6945
O 1.6744 -2.2372 2.7950
O -0.4547 -2.9554 2.2611
H 1.7626 -0.9572 0.5747
H 0.5906 -1.9534 -0.1627
H 0.9984 -0.6062 -1.1470
H -1.2230 1.2327 -0.2639
H -0.8890 1.6238 1.4607
H 0.3274 1.8830 0.1624
H -2.7438 -0.4230 -0.0053
H -2.0092 -1.4208 0.9809
```

Calculated values
- Net charge: 0
- Kohn-Sham gap (spin up / spin down): 8.9865 / 9.2808 eV
- LUMO (spin up / spin down): 0.04 / 0.20 eV



Version R
The following is a DFT calculation (wB97M-V/def2-TZVPD) of the molecule C3H8N2O2.

XYZ file:
```
15
Properties=species:S:1:pos:R:3
N -0.5509 2.5657 -0.6819
C -0.8978 1.3965 -0.0679
O -2.0340 1.1435 0.3043
C 0.2148 0.2957 -0.1299
N -0.4418 -1.0630 -0.0847
C 0.4417 -1.8717 0.8559
O 1.5551 -2.4610 0.2223
H -1.1748 3.2939 -0.6474
H 0.4263 2.4762 -1.1672
H 0.7533 0.5081 -1.0296
H 0.9748 0.3451 0.5870
H -1.2565 -0.8279 -0.6312
H 0.8795 -1.1629 1.6035
H -0.2427 -2.5491 1.4008
H 1.3530 -2.0890 -0.5338
```

Calculated values
- Net charge: 0
- Kohn-Sham gap: 9.9345 eV
- SMILES string: NC(=O)CNCO
- LUMO: 0.66 eV



Stability ranking, top and bottom: version P is the most stable and version Q is the least stable.



Version P
The following is a DFT calculation (wB97M-V/def2-TZVPD) of a structure of composition C4H15NO2S.

XYZ file:
```
23
Properties=species:S:1:pos:R:3
C -0.4596 -2.0566 0.9310
C 0.7609 -1.1283 1.0942
C 1.5290 -0.8875 -0.1600
S 1.5600 1.3339 -0.3425
C 2.8674 1.3888 0.8769
N -1.1819 -1.9435 -0.3826
H -0.0975 -3.0769 0.8867
H -1.1545 -1.9918 1.7623
H 0.3780 -0.1883 1.4748
H 1.4174 -1.5240 1.8770
H 2.1226 -0.0602 -0.7234
H 1.8553 -1.6714 -0.8190
H 3.7899 0.9948 0.4593
H 2.5973 0.9429 1.8209
H 3.0216 2.4621 1.0415
H -1.8735 -1.1989 -0.2593
H -0.5250 -1.3609 -0.9022
H -4.4145 -0.3258 0.1309
H -3.6517 0.9573 0.4434
O -4.2768 0.3324 0.8258
H -0.6053 1.1504 -1.5886
H -1.1708 0.8763 -2.9669
O -1.4089 1.2528 -2.1147
```

Calculated values
- Net charge: 0
- Kohn-Sham gap: 7.0676 eV
- LUMO: -0.81 eV



Version Q
The following is a DFT calculation (wB97M-V/def2-TZVPD) of a cluster of 3 separate species, C4H15NO2S in total.

XYZ file:
```
23
Properties=species:S:1:pos:R:3
C 0.7567 2.5813 2.7765
N 1.1657 1.6880 1.6790
C 0.0407 1.2201 0.8451
C -0.5596 2.1697 -0.1923
C -2.0932 2.1166 -0.2117
S -2.8421 3.1223 -1.5245
H 0.6781 1.9931 3.6972
H -0.2376 3.0316 2.6023
H 1.4166 3.4209 2.8714
H 1.7797 2.2029 1.0673
H -0.7774 0.8369 1.4727
H 0.4347 0.3369 0.3450
H -0.1991 1.9632 -1.2037
H -0.3087 3.2294 -0.0521
H -2.5027 2.4266 0.7571
H -2.4971 1.1108 -0.3187
H -2.3188 2.3954 -2.5019
O -0.4549 -6.5237 -2.0909
H 0.1378 -6.1002 -2.7251
H 0.0387 -6.5439 -1.2585
O 2.6203 -5.9158 -2.1371
H 2.7311 -5.0772 -2.6211
H 2.9909 -5.6849 -1.2757
```

Calculated values
- Net charge: 0
- Kohn-Sham gap: 9.3487 eV
- SMILES string: CNCCCS.O.O
- LUMO: 0.50 eV



Version R
The following is a DFT calculation (wB97M-V/def2-TZVPD) of a cluster of 3 separate species, C4H15NO2S in total.

XYZ file:
```
23
Properties=species:S:1:pos:R:3
N -1.8876 0.4099 0.1469
C -0.7814 0.1037 1.1404
C -0.5264 -1.4110 1.2592
C 0.6326 -1.9392 0.4953
C 0.6229 -1.2916 -0.9874
S 2.2562 -0.7032 -1.2943
H -2.8293 0.3912 0.6514
H -1.9660 -0.0821 -0.6741
H 0.0028 0.7851 0.6769
H -1.0698 0.5062 2.1751
H -0.4983 -1.4003 2.4161
H -1.4083 -1.9500 0.9051
H 0.7572 -2.9625 0.5258
H 1.5802 -1.5752 0.9214
H 0.0169 -0.3559 -1.0711
H -0.0339 -1.8956 -1.6179
H 2.6810 -0.8588 -0.1128
O -1.3883 2.2564 -1.9667
H -0.5332 2.0602 -1.9002
H -1.9049 2.1213 -1.2119
O 2.2909 2.6892 0.1639
H 1.3756 2.9655 -0.0938
H 2.6111 2.1366 -0.5474
```

Calculated values
- Net charge: 0
- Kohn-Sham gap: 9.9804 eV
- SMILES string: NCCCCS.O.O
- LUMO: 0.70 eV



Stability ranking, top and bottom: version Q is the most stable and version P is the least stable.



Version P
The following is a DFT calculation (wB97M-V/def2-TZVPD) of the molecule C3H7N3O.

XYZ file:
```
14
Properties=species:S:1:pos:R:3
H 2.0830 -2.1886 0.2897
N 1.2479 -1.5047 0.2917
C 1.6532 -0.3643 0.1144
N 0.6604 0.6258 -0.1425
C 0.9346 2.0646 -0.0558
C -0.6446 0.3300 -0.2436
N -1.2055 -0.7390 0.1854
O -2.5464 -0.6760 -0.1090
H 2.7108 -0.1722 -0.2229
H 2.0332 2.2297 0.1632
H 0.6683 2.6314 -1.0230
H 0.3095 2.4742 0.8194
H -1.2473 1.1875 -0.8259
H -2.7643 -1.6098 0.4394
```

Calculated values
- Net charge: 0
- Kohn-Sham gap: 9.0617 eV
- SMILES string: [H]/N=C/N(C)/C=N/O
- LUMO: 0.89 eV



Version Q
The following is a DFT calculation (wB97M-V/def2-TZVPD) of the molecule C3H7N3O.

XYZ file:
```
14
Properties=species:S:1:pos:R:3
C -1.7061 1.4925 0.5327
N -0.4659 1.1014 -0.0947
C 0.2016 0.1684 0.4253
N 0.0098 -0.5145 1.6017
C 0.8290 -1.3150 -1.1401
O 1.2711 -0.3230 -0.3081
N 1.7067 -1.3960 -2.1287
H -1.5683 2.3088 1.2537
H -2.2052 0.6545 1.0434
H -2.3765 1.8628 -0.2496
H 0.6605 -1.2594 1.7932
H -0.3269 -0.0044 2.4030
H 1.5132 -2.0537 -2.8667
H 2.4570 -0.7223 -2.2650
```

Calculated values
- Net charge: 0
- Kohn-Sham gap: 9.9756 eV
- LUMO: 1.07 eV



Stability ranking, top and bottom: version Q is the most stable and version P is the least stable.